Here is a molecular structure, CH3FP2 in a non-equilibrium geometry from the OMol25 dataset. Energies are from wB97M-V/def2-TZVPD.

Properties
* <S²>: 2.01
* max |F|: 3.20 eV/Å
* gap between HOMO and LUMO (alpha / beta): 0.2424 / 0.2466 Eh
* HOMO energy (alpha / beta): -6.557 / -9.634 eV
* energy above the lowest of the compared OMol25 structures with the same formula, charge and spin: 47.4 kJ/mol

Structure (ORCA input):
```
! wB97M-V def2-TZVPD RIJCOSX def2/J DEFGRID3
* xyz 0 3
C -0.8977 0.2778 0.0619
F -1.3319 1.5040 0.3525
P -1.6220 -1.1453 -0.2229
P 1.4159 0.6019 -0.4965
H -0.5321 -1.8437 -0.4662
H 1.4557 1.3487 0.6414
H 1.5121 -0.7434 0.1297
*
```